2 unconnected molecules or ions with the total composition C27H31F5N5O, computed with the ωB97M-V functional and the def2-TZVPD basis.

CARTESIAN COORDINATES (ANGSTROEM)
C1 2.09 -4.84 2.21
N1 1.86 -3.45 1.88
C2 2.86 -2.53 2.01
O1 4.00 -2.76 2.43
C3 2.30 -1.18 1.56
C4 3.02 -0.57 0.36
C5 4.49 -0.44 0.59
C6 5.39 -1.32 -0.01
F1 4.91 -2.31 -0.81
C7 6.76 -1.27 0.24
F2 7.60 -2.18 -0.31
C8 7.26 -0.29 1.11
F3 8.57 -0.25 1.39
C9 6.38 0.62 1.70
F4 6.86 1.56 2.55
C10 5.02 0.53 1.44
F5 4.17 1.39 2.07
N2 0.90 -1.49 1.26
C11 0.09 -0.52 0.80
C12 -1.27 -0.66 0.53
C13 -2.10 0.38 0.10
C14 -3.53 0.26 0.17
C15 -4.38 1.40 0.21
C16 -5.73 1.28 0.50
C17 -6.30 0.00 0.71
C18 -5.50 -1.15 0.59
C19 -4.15 -1.03 0.30
C20 0.56 -2.91 1.48
C21 0.08 -3.59 0.18
C22 -0.46 -3.16 2.60
H1 3.17 -5.01 2.31
H2 1.61 -5.13 3.15
H3 1.71 -5.49 1.41
H4 2.37 -0.47 2.40
H5 2.86 -1.20 -0.52
H6 2.59 0.42 0.18
H7 0.56 0.47 0.74
H8 -1.70 -1.65 0.68
H9 -1.67 1.38 -0.08
H10 -3.94 2.38 0.03
H11 -6.35 2.17 0.60
H12 -7.37 -0.09 0.91
H13 -5.93 -2.14 0.74
H14 -3.54 -1.94 0.17
H15 0.87 -3.51 -0.58
H16 -0.13 -4.65 0.38
H17 -0.83 -3.11 -0.18
H18 0.01 -2.98 3.58
H19 -1.33 -2.50 2.50
H20 -0.80 -4.20 2.57
C23 -2.17 4.19 -0.22
N3 -2.04 3.99 -1.63
C24 -2.17 5.08 -2.56
C25 -1.83 4.47 -3.90
N4 -1.59 3.09 -3.59
C26 -1.16 2.18 -4.62
C27 -1.74 2.81 -2.26
N5 -1.63 1.63 -1.68
H21 -1.71 3.37 0.35
H22 -1.69 5.13 0.08
H23 -3.23 4.25 0.09
H24 -3.20 5.46 -2.58
H25 -1.53 5.92 -2.29
H26 -2.67 4.55 -4.60
H27 -0.94 4.92 -4.37
H28 -0.87 1.22 -4.19
H29 -1.97 2.01 -5.35
H30 -0.27 2.60 -5.14
H31 -1.50 0.87 -2.35

E_LUMO: -4.04 eV
HOMO: -11.45 eV
net charge: +1
strongest force on any atom: 0.0635 Eh/bohr

A molecular structure, C27H31MgN4Si, computed with the ωB97M-V functional and the def2-TZVPD basis.

CARTESIAN COORDINATES (ANGSTROEM)
Mg1 -0.30 1.29 -0.60
C1 -0.85 2.70 2.02
C2 -2.01 1.76 1.70
C3 -1.68 0.25 1.62
C4 -1.75 -0.50 2.82
C5 -1.76 -1.89 2.73
C6 -1.79 -2.50 1.51
C7 -1.37 -1.70 0.33
N1 -1.28 -0.29 0.47
N2 0.00 2.88 0.80
C8 1.42 2.91 1.17
C9 2.28 2.44 -0.01
C10 3.65 2.82 0.00
C11 4.47 2.34 -1.03
C12 3.86 1.63 -2.08
C13 2.50 1.32 -2.00
N3 1.72 1.66 -0.97
C14 -0.37 4.13 0.03
C15 -1.50 3.84 -0.92
C16 -2.32 4.90 -1.33
C17 -3.23 4.62 -2.34
C18 -3.27 3.35 -2.98
C19 -2.36 2.38 -2.56
N4 -1.55 2.60 -1.51
H1 -0.19 2.27 2.79
H2 -1.28 3.64 2.37
H3 -2.40 1.96 0.69
H4 -2.82 2.02 2.42
H5 -1.91 0.03 3.77
H6 -1.91 -2.46 3.68
H7 -2.16 -3.52 1.37
H8 -2.01 -2.01 -0.51
H9 1.60 2.27 2.04
H10 1.74 3.95 1.49
H11 4.00 3.51 0.77
H12 5.55 2.57 -0.99
H13 4.43 1.16 -2.87
H14 1.96 0.83 -2.80
H15 0.53 4.43 -0.54
H16 -0.66 4.91 0.78
H17 -2.24 5.88 -0.87
H18 -3.95 5.40 -2.63
H19 -3.93 3.18 -3.80
H20 -2.38 1.39 -2.96
C20 0.64 -2.08 -1.89
Si1 0.37 -2.50 -0.08
C21 1.50 -2.01 1.32
C22 0.44 -4.40 -0.01
C23 0.51 -5.21 -1.13
C24 0.55 -6.58 -0.97
C25 0.55 -7.23 0.26
C26 0.42 -6.41 1.40
C27 0.46 -5.01 1.24
H21 1.66 -2.31 -2.19
H22 0.57 -1.01 -2.02
H23 -0.07 -2.54 -2.57
H24 1.58 -0.92 1.34
H25 2.52 -2.34 1.10
H26 1.27 -2.37 2.29
H27 0.53 -4.80 -2.16
H28 0.60 -7.17 -1.89
H29 0.64 -8.32 0.36
H30 0.34 -6.77 2.41
H31 0.45 -4.37 2.13

energy above the lowest of the compared OMol25 structures with the same formula, charge and spin: 73.5 kJ/mol
E_LUMO: -3.21 eV
HOMO: -7.56 eV
net charge: +1
strongest force on any atom: 0.0847 Eh/bohr

A molecular structure, C27H31N17P2PbS, computed with the ωB97M-V functional and the def2-TZVPD basis.

CARTESIAN COORDINATES (ANGSTROEM)
Pb1 -0.42 0.41 -0.19
N1 -1.73 -4.15 0.78
C1 -2.15 -3.04 0.16
N2 -1.41 -2.04 0.61
C2 -0.54 -2.63 1.50
N3 -0.68 -3.94 1.60
C3 0.58 -1.87 2.18
C4 1.24 -2.46 3.22
N4 2.28 -1.97 3.92
C5 2.74 -0.78 3.97
C6 1.75 0.23 1.82
N5 0.71 -0.67 1.58
H1 -2.24 -5.03 0.60
H2 -2.91 -3.06 -0.58
H3 0.81 -3.42 3.52
H4 3.52 -0.46 4.58
H5 2.65 0.02 1.27
N6 0.92 3.74 1.60
C7 -0.01 4.08 0.57
N7 -0.78 5.10 0.69
N8 -1.66 4.87 -0.39
N9 -1.36 3.74 -0.96
N10 -0.28 3.18 -0.40
C8 1.28 2.52 2.04
N11 1.83 2.51 3.32
N12 2.20 1.45 3.92
N13 2.13 0.30 3.29
N14 1.33 1.49 1.23
H6 0.78 4.39 2.40
C9 -4.84 2.61 -2.12
N15 -4.58 2.20 -0.70
C10 -4.09 3.15 0.20
C11 -3.77 2.50 1.32
N16 -3.99 1.13 1.08
C12 -4.48 0.96 -0.21
S1 -4.89 -0.54 -0.91
C13 -3.58 0.19 2.07
C14 -4.51 -0.77 2.55
C15 -4.00 -1.67 3.50
C16 -2.69 -1.58 3.92
C17 -1.96 -0.54 3.41
N17 -2.36 0.32 2.50
H7 -4.59 3.64 -2.13
H8 -5.86 2.48 -2.42
H9 -4.11 2.06 -2.71
H10 -3.92 4.18 -0.07
H11 -3.37 2.86 2.23
H12 -5.50 -0.77 2.24
H13 -4.72 -2.40 4.00
H14 -2.28 -2.09 4.77
H15 -0.92 -0.44 3.79
C18 2.09 -3.77 -1.23
P1 1.36 -2.11 -1.79
C19 0.37 -2.73 -3.18
C20 2.83 -1.36 -2.70
C21 3.63 -2.22 -3.40
C22 4.81 -1.77 -3.89
C23 5.22 -0.46 -3.74
C24 4.34 0.41 -3.10
C25 3.17 -0.02 -2.54
P2 1.99 1.11 -1.71
C26 1.21 1.92 -3.19
C27 3.19 2.41 -1.20
H16 3.04 -3.76 -0.67
H17 2.23 -4.46 -2.08
H18 1.42 -4.10 -0.54
H19 0.90 -3.49 -3.78
H20 0.12 -1.94 -3.80
H21 -0.56 -3.07 -2.79
H22 3.39 -3.29 -3.53
H23 5.49 -2.54 -4.25
H24 6.13 -0.13 -4.14
H25 4.72 1.46 -3.12
H26 1.96 2.27 -3.91
H27 0.39 2.62 -2.97
H28 0.79 1.04 -3.69
H29 3.61 2.89 -2.07
H30 3.98 2.04 -0.54
H31 2.57 3.07 -0.62

energy above the lowest of the compared OMol25 structures with the same formula, charge and spin: 243.1 kJ/mol
E_LUMO: -0.41 eV
HOMO: -7.39 eV
strongest force on any atom: 0.0733 Eh/bohr

A molecular structure, C27H31N6PbS4Se, computed with the ωB97M-V functional and the def2-TZVPD basis.

CARTESIAN COORDINATES (ANGSTROEM)
Pb1 -0.23 0.01 -0.24
C1 -3.80 1.52 -0.05
C2 -3.98 0.33 -0.98
S1 -2.82 -1.07 -0.87
C3 -3.38 -2.00 0.59
C4 -3.26 -1.37 1.96
S2 -1.55 -0.90 2.40
C5 -1.89 0.59 3.39
C6 -0.66 1.44 3.66
S3 0.25 2.08 2.22
C7 -0.69 3.55 1.74
C8 -2.10 3.37 1.21
S4 -2.21 2.38 -0.31
H1 -3.86 1.24 1.00
H2 -4.61 2.22 -0.25
H3 -3.94 0.64 -2.02
H4 -4.98 -0.09 -0.82
H5 -2.82 -2.94 0.53
H6 -4.43 -2.26 0.41
H7 -3.62 -2.08 2.70
H8 -3.87 -0.48 2.04
H9 -2.30 0.27 4.35
H10 -2.66 1.16 2.88
H11 0.07 0.86 4.23
H12 -0.94 2.28 4.29
H13 -0.05 4.05 1.00
H14 -0.73 4.22 2.60
H15 -2.50 4.37 0.99
H16 -2.75 2.94 1.96
N1 -0.60 3.05 -4.22
C9 -0.30 2.55 -3.04
N2 -0.21 1.28 -2.75
C10 -0.42 0.37 -3.78
N3 -0.20 -0.90 -3.63
N4 0.29 -1.25 -2.39
C11 1.08 -2.25 -2.40
C12 1.63 -2.79 -1.15
C13 2.57 -3.82 -1.20
C14 3.07 -4.33 -0.02
C15 2.61 -3.81 1.18
C16 1.67 -2.79 1.15
N5 1.20 -2.28 0.01
C17 -0.86 0.84 -5.08
C18 -1.19 -0.02 -6.13
C19 -1.58 0.49 -7.35
C20 -1.64 1.88 -7.55
C21 -1.32 2.75 -6.53
C22 -0.93 2.22 -5.30
H17 -0.60 4.05 -4.35
H18 -0.11 3.27 -2.26
H19 1.36 -2.71 -3.34
H20 2.88 -4.22 -2.16
H21 3.79 -5.14 -0.03
H22 2.95 -4.21 2.13
H23 1.24 -2.40 2.07
H24 -1.12 -1.09 -5.97
H25 -1.83 -0.17 -8.16
H26 -1.94 2.27 -8.51
H27 -1.36 3.82 -6.68
Se1 3.86 -0.40 2.79
C23 4.85 -0.79 4.25
C24 6.26 -0.62 4.22
C25 6.96 -0.89 5.37
N6 6.37 -1.31 6.49
C26 5.05 -1.48 6.53
C27 4.24 -1.24 5.45
H28 6.75 -0.29 3.32
H29 8.04 -0.77 5.41
H30 4.64 -1.83 7.48
H31 3.17 -1.39 5.51

E_LUMO (spin up / spin down): -11.94 / -11.97 eV
HOMO (spin up / spin down): -14.96 / -14.96 eV
net charge: +3
strongest force on any atom: 0.0117 Eh/bohr

Looking at calculated total energy for the records above, in order, we have -51579.61119, -47780.43892, -88490.85862, -151352.18131 eV.